one) # C3H5ClN2O

An isolated molecule of C3H5ClN2O (ωB97M-V/def2-TZVPD, OMol25).

ORCA input file:
```
! wB97M-V def2-TZVPD RIJCOSX def2/J DEFGRID3
* xyz 0 1
C -1.295 0.082 0.587
C -0.693 1.071 -0.306
C 1.362 -1.040 -0.287
H -0.587 -0.414 1.270
H -2.082 0.604 1.170
H -1.337 1.778 -0.820
H 2.263 0.702 0.070
H 0.388 -1.433 -0.746
N 0.547 1.240 -0.540
N 1.359 0.330 0.016
O 2.328 -1.755 -0.078
Cl -2.253 -1.165 -0.337
*
```

Properties
LUMO level = 0.341 eV
SMILES = O=CN/N=C\CCl
Gap between HOMO and LUMO = 9.9759 eV

two) # C3H5ClN2O

An isolated molecule of C3H5ClN2O (ωB97M-V/def2-TZVPD, OMol25).

ORCA input file:
```
! wB97M-V def2-TZVPD RIJCOSX def2/J DEFGRID3
* xyz 0 1
C -0.941 0.217 0.183
C -1.178 -1.176 -0.565
C 0.335 0.905 0.401
N -2.022 0.646 0.580
N -3.072 -0.096 0.791
O -2.337 -1.729 -0.264
Cl -4.462 0.379 -0.085
H -1.295 -0.998 -1.682
H -0.313 -1.769 -0.254
H 0.375 1.175 1.533
H 0.283 1.842 -0.097
H 1.282 0.509 0.272
*
```

Properties
LUMO level (alpha / beta) = -0.680 / -0.681 eV
Gap between HOMO and LUMO (alpha / beta) = 8.4847 / 8.4786 eV

Of them, two) has the lowest stability.